Density functional theory data (ωB97M-V with the def2-TZVPD basis set) for a molecular structure, C4H8Br4INO3P2 in a non-equilibrium geometry.

Structure (ORCA input):
```
! wB97M-V def2-TZVPD RIJCOSX def2/J DEFGRID3
* xyz 0 1
C 1.71 0.33 0.45
P 1.75 0.89 -1.31
C 1.43 -0.52 -2.47
O 0.71 2.22 -1.59
C -0.60 2.04 -1.34
O -1.31 2.90 -1.61
N -1.11 0.83 -0.72
I -2.39 1.54 0.80
P -2.19 -0.05 -1.84
O -1.44 -1.45 -2.28
Br -3.92 -0.76 -0.54
H 2.60 0.63 1.01
H 1.59 -0.76 0.46
H 0.85 0.73 1.01
H 1.21 -1.47 -1.98
H 0.69 -0.29 -3.25
H 2.37 -0.68 -3.00
H -0.87 -1.70 -1.53
C -0.23 -1.00 3.99
Br -1.54 -0.71 2.58
Br 1.57 -0.97 3.32
Br -0.48 0.24 5.44
H -0.40 -1.99 4.39
*
```

Computed properties:
**Gap between HOMO and LUMO**: 6.802 eV
**LUMO level**: -1.40 eV



Density functional theory data (ωB97M-V with the def2-TZVPD basis set) for a molecular structure, C4H6HgO2 in a non-equilibrium geometry.

Structure (ORCA input):
```
! wB97M-V def2-TZVPD RIJCOSX def2/J DEFGRID3
* xyz -1 2
O -3.02 -0.77 -0.40
C -2.06 0.21 -0.08
H -3.16 -0.74 -1.35
H -2.41 0.80 0.79
C -0.68 -0.16 -0.16
C 0.04 -0.46 0.99
C 0.88 -1.72 1.12
O 1.93 -1.79 0.20
Hg 1.66 -0.19 -0.84
H -0.13 0.12 1.91
H -1.45 0.71 -1.16
H 0.21 -2.61 1.02
H 1.27 -1.78 2.17
*
```

Computed properties:
**Gap between HOMO and LUMO (spin up / spin down)**: 6.281 / 6.288 eV
**LUMO level (spin up / spin down)**: 3.93 / 3.22 eV
**Relative energy (zero: lowest compared OMol25 entry of this formula, charge and spin)**: 63.6 kcal/mol
**Expectation value of S²**: 0.76



Density functional theory data (ωB97M-V with the def2-TZVPD basis set) for a molecular structure, F36InP6 in a non-equilibrium geometry.

Structure (ORCA input):
```
! wB97M-V def2-TZVPD RIJCOSX def2/J DEFGRID3
* xyz -3 1
In -0.04 0.01 -0.11
P 1.46 2.18 2.70
F 2.56 3.32 2.93
F 0.81 2.80 1.37
F 2.27 1.15 1.66
F 0.19 1.22 2.49
F 2.14 1.31 3.97
F 0.56 2.92 3.86
P -1.47 -2.54 -2.23
F -2.95 -2.77 -2.70
F -1.11 -2.85 -3.77
F -1.54 -0.93 -2.52
F 0.02 -2.18 -1.92
F -1.95 -2.23 -0.64
F -1.23 -4.07 -1.71
P 3.49 -1.28 -1.09
F 2.56 -1.75 -2.38
F 4.07 -2.77 -0.97
F 4.59 -0.87 -2.24
F 4.56 -0.85 0.05
F 2.94 0.22 -1.14
F 2.28 -1.66 -0.05
P -3.59 1.45 0.91
F -3.44 0.79 2.40
F -5.23 1.20 0.86
F -3.90 2.93 1.59
F -3.68 2.13 -0.52
F -1.96 1.75 0.79
F -3.24 0.05 0.19
P 0.42 2.69 -2.90
F 0.89 2.49 -1.40
F -0.96 2.00 -2.43
F -0.25 4.13 -2.67
F -0.07 2.77 -4.50
F 1.83 3.35 -3.18
F 1.07 1.22 -3.10
P -0.30 -2.49 2.67
F -0.52 -2.36 4.28
F 0.87 -3.65 2.81
F -1.48 -3.66 2.44
F -0.17 -2.60 1.07
F -1.37 -1.28 2.49
F 0.89 -1.33 2.67
*
```

Computed properties:
**Gap between HOMO and LUMO**: 5.120 eV
**LUMO level**: -0.21 eV
**Relative energy (zero: lowest compared OMol25 entry of this formula, charge and spin)**: 47.5 kcal/mol



Density functional theory data (ωB97M-V with the def2-TZVPD basis set) for a molecular structure, C16H12Cl2HfN2O2 in a non-equilibrium geometry.

Structure (ORCA input):
```
! wB97M-V def2-TZVPD RIJCOSX def2/J DEFGRID3
* xyz 2 1
Hf 1.26 -0.11 -0.78
Cl 2.07 -2.14 3.83
C 1.09 -0.81 3.39
C 0.44 -0.01 4.37
C -0.47 0.99 4.08
Cl -1.39 1.66 5.33
C -0.52 1.44 2.76
C -1.36 2.44 2.37
C -1.43 2.89 1.08
C -0.71 2.24 0.12
N 0.03 1.11 0.42
C 0.17 0.70 1.71
C 0.81 -0.49 2.03
O 1.36 -1.25 1.08
H 0.64 -0.23 5.40
H -2.03 2.85 3.12
H -2.11 3.72 0.77
H -0.78 2.54 -0.94
O 3.63 1.84 -1.81
C 2.80 1.06 -1.50
C 1.89 -1.27 -3.76
C 1.00 -1.41 -2.51
C 0.63 -2.51 -1.75
C -0.68 -2.24 -1.28
C -1.14 -1.07 -1.94
C -2.50 -0.57 -2.18
N -0.05 -0.42 -2.44
H 2.75 -0.62 -3.60
H 1.28 -0.71 -4.46
H 2.25 -2.28 -4.04
H 1.18 -3.46 -1.60
H -1.36 -2.85 -0.65
H -3.09 -0.82 -3.07
H -2.47 0.55 -2.23
H -3.16 -0.75 -1.33
*
```

Computed properties:
**Gap between HOMO and LUMO**: 4.305 eV
**LUMO level**: -10.16 eV



Density functional theory data (ωB97M-V with the def2-TZVPD basis set) for a molecular structure, C21H38FN2O2PPb in a non-equilibrium geometry.

Structure (ORCA input):
```
! wB97M-V def2-TZVPD RIJCOSX def2/J DEFGRID3
* xyz 3 2
C -1.17 1.60 -1.08
N -1.64 0.63 -0.28
C -2.97 0.45 -0.22
C -3.88 1.17 -1.00
C -3.39 2.14 -1.88
C -2.02 2.39 -1.87
Pb -0.18 -1.46 1.13
C 1.94 -3.26 2.41
O 3.02 -3.63 2.51
C -3.58 -0.51 0.79
N -2.92 -1.82 0.95
C -3.26 -2.78 -0.14
C -2.88 -2.40 -1.56
C 0.32 1.96 -1.15
P 1.53 0.77 -0.46
C 2.98 1.78 0.31
C 3.95 2.35 -0.74
C 2.13 -0.06 -2.11
C 3.34 -0.94 -1.76
C 0.94 -0.92 -2.55
C 2.52 0.88 -3.27
C 2.42 2.94 1.13
C 3.74 0.82 1.25
C -3.35 -2.47 2.22
C -3.12 -1.66 3.49
H -4.94 0.93 -0.91
H -4.05 2.67 -2.57
H -1.56 3.17 -2.48
H 0.56 2.12 -2.21
H 1.18 -1.45 -3.49
H 0.74 -1.71 -1.80
H 0.02 -0.33 -2.70
H 2.82 0.25 -4.13
H 1.69 1.50 -3.62
H 3.38 1.51 -3.04
H 3.67 -1.47 -2.67
H 4.20 -0.34 -1.41
H 3.08 -1.68 -0.99
H 4.69 2.97 -0.20
H 4.52 1.58 -1.27
H 3.43 3.01 -1.45
H 2.00 3.73 0.49
H 1.66 2.61 1.85
H 3.25 3.39 1.71
H 4.23 0.01 0.71
H 4.53 1.41 1.77
H 3.08 0.39 2.02
H -3.60 -0.01 1.77
H -4.65 -0.70 0.54
H -2.76 -3.72 0.13
H -4.35 -2.95 -0.10
H -2.85 -3.45 2.28
H -4.44 -2.66 2.13
H -3.09 -2.36 4.33
H -2.18 -1.07 3.49
H -3.97 -1.00 3.68
H -3.10 -3.28 -2.19
H -3.48 -1.57 -1.94
H -1.82 -2.17 -1.69
C 0.39 0.56 3.72
H -0.66 0.71 4.03
H 0.73 1.50 3.24
H 1.00 0.47 4.65
O 0.62 -0.59 2.93
H 0.48 2.91 -0.64
F 1.09 -2.83 -0.06
*
```

Computed properties:
**Gap between HOMO and LUMO (spin up / spin down)**: 4.385 / 4.407 eV
**LUMO level (spin up / spin down)**: -14.36 / -14.33 eV
**Expectation value of S²**: 0.89



Density functional theory data (ωB97M-V with the def2-TZVPD basis set) for a molecular structure, C38H53N9SSbSi2Ti in a non-equilibrium geometry.

Structure (ORCA input):
```
! wB97M-V def2-TZVPD RIJCOSX def2/J DEFGRID3
* xyz 1 3
Ti 0.14 0.89 0.69
C 1.04 1.35 -3.37
C 2.12 2.09 -2.67
C 3.12 2.69 -3.44
C 4.15 3.37 -2.83
C 4.16 3.42 -1.45
C 3.14 2.81 -0.75
N 2.12 2.15 -1.33
Sb 3.34 2.95 1.36
C 3.09 0.88 1.90
C 4.14 0.33 2.62
C 4.03 -0.96 3.11
C 2.89 -1.67 2.84
C 1.87 -1.09 2.07
C 0.66 -1.90 1.75
N 1.98 0.17 1.63
C 1.37 3.66 1.88
C 1.44 4.79 2.67
C 0.28 5.41 3.11
C -0.92 4.87 2.72
C -0.94 3.72 1.92
C -2.28 3.19 1.51
N 0.18 3.12 1.50
H 1.46 0.75 -4.18
H 0.32 2.05 -3.82
H 0.50 0.69 -2.70
H 3.07 2.60 -4.52
H 4.93 3.84 -3.42
H 4.95 3.95 -0.92
H 5.03 0.92 2.81
H 4.83 -1.40 3.69
H 2.75 -2.68 3.20
H 0.02 -1.99 2.63
H 0.97 -2.91 1.46
H 0.04 -1.52 0.92
H 2.41 5.19 2.95
H 0.32 6.29 3.74
H -1.86 5.30 3.03
H -2.98 3.24 2.34
H -2.23 2.17 1.15
H -2.68 3.79 0.69
C -0.62 -1.69 -3.25
Si -1.58 -2.10 -1.69
C -2.96 -3.20 -2.35
C -0.53 -3.35 -0.74
C -2.08 -0.59 -0.68
C -2.00 0.70 -1.40
C -2.82 1.07 -2.49
C -2.78 2.33 -3.02
C -1.89 3.27 -2.49
C -1.08 2.86 -1.46
N -1.13 1.62 -0.93
Si -3.84 -0.81 -0.09
C -3.92 -2.24 1.15
C -4.56 0.77 0.69
C -5.23 -1.19 -1.32
H -0.70 -2.54 -3.93
H 0.44 -1.52 -3.05
H -1.01 -0.82 -3.79
H -2.46 -4.01 -2.89
H -3.62 -2.70 -3.06
H -3.58 -3.67 -1.59
H -0.45 -4.26 -1.34
H -1.00 -3.63 0.21
H 0.47 -2.98 -0.54
H -3.50 0.33 -2.89
H -3.43 2.60 -3.84
H -1.82 4.28 -2.87
H -0.34 3.53 -1.02
H -3.10 -2.26 1.87
H -3.89 -3.19 0.61
H -4.87 -2.24 1.69
H -4.19 1.06 1.67
H -5.64 0.63 0.79
H -4.42 1.62 0.02
H -5.32 -2.25 -1.56
H -5.17 -0.65 -2.27
H -6.17 -0.88 -0.85
N -3.60 -0.65 4.32
C -2.38 -0.08 4.16
C -1.82 0.06 2.87
N -0.65 0.65 2.69
C 0.00 1.09 3.79
C -0.56 0.93 5.04
N -1.74 0.35 5.24
H -4.04 -1.14 3.56
H -3.91 -0.83 5.25
H -2.29 -0.32 1.99
H 0.95 1.58 3.66
H -0.03 1.28 5.92
C 2.75 -3.51 -3.44
N 3.55 -3.45 -2.24
C 4.44 -4.53 -1.83
C 4.97 -4.04 -0.46
N 4.21 -2.81 -0.25
C 3.45 -2.48 -1.32
S 2.53 -1.08 -1.47
H 3.10 -4.35 -4.04
H 2.86 -2.59 -4.02
H 1.69 -3.65 -3.21
H 5.25 -4.65 -2.55
H 3.90 -5.47 -1.75
H 6.04 -3.86 -0.48
H 4.76 -4.76 0.33
H 4.44 -2.11 0.43
*
```

Computed properties:
**Gap between HOMO and LUMO (spin up / spin down)**: 6.587 / 6.841 eV
**LUMO level (spin up / spin down)**: -2.31 / -2.41 eV
**Relative energy (zero: lowest compared OMol25 entry of this formula, charge and spin)**: 7.4 kcal/mol
**Expectation value of S²**: 2.01



Density functional theory data (ωB97M-V with the def2-TZVPD basis set) for C2H4N2O2 in the gas phase in a non-equilibrium geometry.

Structure (ORCA input):
```
! wB97M-V def2-TZVPD RIJCOSX def2/J DEFGRID3
* xyz 0 1
N 0.76 1.48 -0.07
C -0.05 0.25 -0.08
C -1.58 0.20 0.10
O -2.29 -0.72 -0.06
N 0.75 -0.77 0.03
O 2.01 -0.91 -0.01
H 0.89 1.76 0.93
H 0.23 2.10 -0.87
H -1.85 1.40 0.45
H 2.18 0.07 0.17
*
```

Computed properties:
**Gap between HOMO and LUMO**: 9.726 eV
**SMILES**: N/C(C=O)=N\O
**LUMO level**: -0.01 eV
**Relative energy (zero: lowest compared OMol25 entry of this formula, charge and spin)**: 132.6 kcal/mol



Density functional theory data (ωB97M-V with the def2-TZVPD basis set) for C4H11NO2 in the gas phase in a non-equilibrium geometry.

Structure (ORCA input):
```
! wB97M-V def2-TZVPD RIJCOSX def2/J DEFGRID3
* xyz 0 1
C -0.80 1.97 1.19
N -0.34 0.62 1.09
C -0.26 -0.28 -0.01
C 0.09 -1.68 0.50
O 0.49 -2.66 -0.48
C 0.74 0.21 -1.05
O 0.52 -0.50 -2.29
H -1.22 2.14 2.18
H -0.06 2.72 0.87
H -1.64 2.19 0.52
H 0.02 0.30 1.98
H -1.23 -0.30 -0.53
H 0.99 -1.60 1.12
H -0.80 -2.04 1.02
H 0.10 -2.32 -1.28
H 0.61 1.29 -1.12
H 1.77 -0.06 -0.77
H 1.01 -0.01 -2.94
*
```

Computed properties:
**Gap between HOMO and LUMO**: 9.367 eV
**SMILES**: CNC(CO)CO
**LUMO level**: 0.85 eV
**Relative energy (zero: lowest compared OMol25 entry of this formula, charge and spin)**: 47.2 kcal/mol



Density functional theory data (ωB97M-V with the def2-TZVPD basis set) for 2 unconnected molecules or ions with the total composition C2H3Br2FO in a non-equilibrium geometry.

Structure (ORCA input):
```
! wB97M-V def2-TZVPD RIJCOSX def2/J DEFGRID3
* xyz 0 1
O 1.01 0.50 1.58
C 1.99 0.12 1.12
F 3.08 -0.29 1.79
Br 2.37 0.03 -0.72
C -1.75 0.09 -0.84
Br -0.85 -1.46 -0.02
H -1.00 0.95 -0.95
H -2.57 0.31 -0.20
H -2.28 -0.25 -1.76
*
```

Computed properties:
**Gap between HOMO and LUMO**: 10.582 eV
**SMILES**: O=C(F)Br.CBr
**LUMO level**: 0.48 eV
**Relative energy (zero: lowest compared OMol25 entry of this formula, charge and spin)**: 13.0 kcal/mol



Density functional theory data (ωB97M-V with the def2-TZVPD basis set) for a molecular structure, C23H21F3N4O7OsP.

Structure (ORCA input):
```
! wB97M-V def2-TZVPD RIJCOSX def2/J DEFGRID3
* xyz 1 1
Os -0.20 0.08 -0.43
O 0.13 -3.86 -1.77
C -0.21 -2.81 -1.27
N 0.57 -1.81 -0.79
C 1.95 -2.03 -0.54
C 2.56 -3.26 -0.35
C 3.92 -3.28 -0.06
C 4.64 -2.10 0.02
C 4.03 -0.87 -0.19
C 2.67 -0.86 -0.48
N 1.86 0.28 -0.70
C 2.42 1.42 -1.15
O 3.57 1.61 -1.50
C 1.45 2.55 -1.04
C 1.83 3.84 -1.35
C 0.95 4.87 -1.10
C -0.28 4.54 -0.54
C -0.60 3.23 -0.28
N 0.25 2.22 -0.56
C -1.63 -2.52 -0.95
C -2.63 -3.46 -1.15
C -3.89 -3.19 -0.67
C -4.10 -2.00 0.01
C -3.07 -1.10 0.15
N -1.83 -1.35 -0.34
H 2.00 -4.18 -0.43
H 4.42 -4.23 0.09
H 5.70 -2.12 0.25
H 4.59 0.04 -0.15
H 2.83 3.99 -1.75
H 1.20 5.89 -1.32
H -1.00 5.31 -0.29
H -1.54 2.98 0.17
H -2.36 -4.37 -1.67
H -4.70 -3.90 -0.80
H -5.06 -1.76 0.44
H -3.22 -0.16 0.65
F -3.35 2.83 -2.40
C -3.16 1.57 -2.78
F -4.25 0.86 -2.48
F -2.96 1.52 -4.08
C -1.97 0.98 -2.01
O -1.03 0.39 -2.55
O -1.99 1.09 -0.72
C -2.04 1.21 2.71
O -0.62 1.32 2.50
P 0.20 0.16 1.78
O -0.10 -1.09 2.69
C 0.05 -2.48 2.35
O 1.67 0.53 2.17
C 2.21 1.86 2.33
H -2.28 1.81 3.57
H -2.32 0.17 2.91
H -2.57 1.59 1.83
H -0.35 -3.04 3.20
H 1.10 -2.72 2.20
H -0.53 -2.72 1.46
H 3.26 1.80 2.07
H 2.10 2.16 3.37
H 1.70 2.57 1.69
*
```

Computed properties:
**Gap between HOMO and LUMO**: 6.807 eV
**LUMO level**: -3.79 eV
**Relative energy (zero: lowest compared OMol25 entry of this formula, charge and spin)**: 0.0 kcal/mol